DFT (wB97M-V/def2-TZVPD) results for a 2-piece molecular cluster, C4H12 overall.

Each line ends with the Mulliken charge.
Positions of all 16 atoms, in Å:
C -1.377 1.516 -0.855  -0.63
C -0.562 1.444 -2.140  -0.85
H -1.414 0.562 -0.336  0.08
H -0.882 2.255 -0.212  0.26
H -2.423 1.767 -1.036  0.31
H -0.518 2.427 -2.601  0.29
H -0.992 0.723 -2.836  0.28
H 0.478 1.157 -1.939  0.26
C 0.318 -1.552 1.880  -0.70
C 1.621 -1.386 1.130  -0.80
H -0.474 -0.925 1.475  0.15
H -0.026 -2.597 1.858  0.26
H 0.376 -1.362 2.953  0.28
H 2.416 -2.030 1.524  0.30
H 1.938 -0.342 1.063  0.26
H 1.522 -1.657 0.074  0.25

Values from the calculation:
**Net charge**: 0
**Spin multiplicity**: 1
**Energy above the lowest of the compared OMol25 structures with the same formula, charge and spin**: 9.5 kJ/mol
**SMILES**: CC.CC
**E**: -159.58135 Eh